DFT (ωB97M-V with the def2-TZVPD basis set) results for 8 unconnected molecules or ions with the total composition C48H48O16 at a distorted geometry.

F_max	0.253	hartree/bohr
spin multiplicity	1
ΔE to the lowest compared entry with this formula, charge and spin	1207.2	kJ/mol
SMILES string	Oc1ccc(O)cc1.Oc1ccc(O)cc1.Oc1ccc(O)cc1.Oc1ccc(O)cc1.Oc1ccc(O)cc1.Oc1ccc(O)cc1.Oc1ccc(O)cc1.Oc1ccc(O)cc1
HOMO-LUMO gap	0.2868	Eh

The geometry in XYZ format:
```
112
C48H48O16 (ωB97M-V with the def2-TZVPD basis set)
O -2.966 0.627 -2.849
C -3.582 1.100 -1.810
C -4.667 0.404 -1.361
C -5.602 1.122 -0.327
C -5.250 2.372 0.274
O -6.055 3.035 1.256
C -4.075 2.983 -0.258
C -3.258 2.370 -1.230
H -2.965 -0.414 -3.090
H -5.117 -0.553 -1.686
H -6.548 0.724 -0.134
H -5.636 3.678 1.744
H -3.846 3.942 -0.075
H -2.369 2.701 -1.640
O 6.890 2.267 3.099
C 6.305 1.117 2.556
C 5.491 1.191 1.419
C 4.993 -0.165 0.922
C 5.132 -1.286 1.631
O 4.655 -2.349 1.057
C 5.834 -1.183 2.878
C 6.503 -0.107 3.300
H 6.586 3.034 3.068
H 5.401 2.110 0.988
H 4.352 -0.207 0.126
H 4.560 -3.177 1.661
H 6.074 -2.138 3.502
H 7.240 -0.194 4.072
O -0.225 1.120 2.956
C -0.085 0.191 2.024
C 1.046 -0.603 1.868
C 1.142 -1.508 0.778
C 0.022 -1.649 -0.062
O 0.071 -2.313 -1.243
C -1.145 -0.908 0.150
C -1.230 -0.104 1.319
H 0.546 1.032 3.541
H 1.902 -0.686 2.552
H 1.911 -2.089 0.435
H 0.440 -3.229 -1.275
H -2.130 -0.818 -0.507
H -2.054 0.722 1.289
O 1.265 0.158 -2.537
C 2.605 -0.099 -2.758
C 3.209 -1.176 -2.133
C 4.684 -1.501 -2.477
C 5.282 -0.478 -3.221
O 6.663 -0.615 -3.468
C 4.652 0.660 -3.835
C 3.311 0.821 -3.542
H 0.883 -0.663 -1.931
H 2.695 -1.773 -1.305
H 5.333 -2.456 -2.073
H 7.183 -0.985 -2.711
H 5.056 1.382 -4.420
H 2.846 1.876 -3.637
O -1.368 -6.002 -1.626
C -0.014 -5.738 -1.712
C 0.783 -5.670 -0.545
C 2.268 -5.178 -0.681
C 2.716 -5.099 -2.010
O 4.001 -4.729 -2.244
C 1.819 -4.920 -3.018
C 0.499 -5.203 -2.922
H -1.917 -6.005 -2.514
H 0.527 -5.933 0.391
H 2.944 -5.245 0.045
H 4.219 -4.361 -3.209
H 2.112 -4.587 -4.100
H -0.161 -5.231 -3.906
O 0.365 2.950 -1.840
C 0.960 3.231 -0.613
C 1.021 4.498 -0.266
C 1.724 4.939 1.090
C 2.334 3.957 1.815
O 2.746 4.146 3.026
C 2.307 2.629 1.325
C 1.618 2.285 0.144
H 0.260 2.041 -1.953
H 0.398 5.341 -0.757
H 1.567 6.012 1.412
H 2.416 3.537 3.552
H 2.630 1.839 1.853
H 1.564 1.215 -0.025
O -3.268 7.560 2.735
C -3.097 6.268 2.890
C -1.920 5.612 2.610
C -1.764 4.156 2.927
C -2.674 3.608 3.730
O -2.532 2.295 4.064
C -3.879 4.252 4.108
C -4.054 5.537 3.722
H -2.573 8.195 2.352
H -0.995 6.224 2.378
H -0.976 3.637 2.306
H -1.736 1.982 3.648
H -4.597 3.671 4.905
H -4.817 6.233 4.108
O -3.053 -2.554 -2.641
C -4.242 -3.185 -2.091
C -5.509 -3.112 -2.835
C -6.704 -3.699 -2.083
C -6.491 -4.289 -0.787
O -7.560 -4.685 -0.126
C -5.212 -4.349 -0.245
C -4.121 -3.698 -0.687
H -2.486 -2.672 -1.956
H -5.728 -2.589 -3.833
H -7.585 -3.627 -2.591
H -8.452 -4.418 -0.586
H -5.188 -4.671 0.780
H -3.086 -3.712 -0.384
```

Atomic partial charges in e from the Mulliken method, atoms 1 to 99:
1. O -0.624
2. C 0.561
3. C 0.157
4. C -0.865
5. C 0.208
6. O -0.548
7. C -0.651
8. C -0.865
9. H 0.410
10. H 0.147
11. H 0.511
12. H 0.255
13. H 0.698
14. H 0.643
15. O -0.532
16. C 0.500
17. C -1.175
18. C 0.461
19. C 0.151
20. O -0.289
21. C -0.637
22. C -0.800
23. H 0.252
24. H 0.715
25. H 0.445
26. H 0.313
27. H 0.132
28. H 0.451
29. O -0.450
30. C 0.709
31. C -0.837
32. C -0.696
33. C 0.200
34. O 0.042
35. C 0.740
36. C -0.745
37. H 0.329
38. H 0.317
39. H 0.743
40. H -0.133
41. H -0.178
42. H 0.203
43. O -0.564
44. C 0.378
45. C 0.814
46. C -0.744
47. C 0.815
48. O -0.616
49. C -0.982
50. C -0.485
51. H 0.116
52. H -0.405
53. H 0.213
54. H 0.337
55. H 0.614
56. H 0.235
57. O -0.567
58. C 0.702
59. C -0.915
60. C -1.003
61. C 0.675
62. O -0.613
63. C -0.256
64. C -0.582
65. H 0.338
66. H 0.605
67. H 0.946
68. H 0.406
69. H 0.116
70. H 0.174
71. O -0.595
72. C -0.062
73. C -0.277
74. C -0.722
75. C 0.193
76. O -0.577
77. C -1.359
78. C 0.635
79. H 0.177
80. H 0.268
81. H 0.406
82. H 0.290
83. H 1.385
84. H 0.287
85. O -0.600
86. C 0.432
87. C -0.537
88. C -0.087
89. C 1.178
90. O -0.659
91. C -0.772
92. C -0.415
93. H 0.352
94. H 0.118
95. H 0.117
96. H 0.381
97. H 0.158
98. H 0.411
99. O -0.520